1.
A cluster of 3 separate species, C4H13NO2 in total in a non-equilibrium geometry. Source: the Open Molecules 2025 dataset; level of theory: ωB97M-V/def2-TZVPD.

Calculated values
Molecular weight, g mol⁻¹: 107.15
SMILES: C/C=C/CN.O.O
Gap between HOMO and LUMO, eV: 9.07
Highest occupied orbital energy, eV: -8.677
E, eV: -9941.61040
Maximum force, eV Å⁻¹: 2.974
Energy above the lowest of the compared OMol25 structures with the same formula, charge and spin, kJ/mol: 249.5
E_LUMO, eV: 0.4

Last column: Mulliken charge in e.
CARTESIAN COORDINATES (ANGSTROEM)
H  -0.781  2.488  -1.159  0.283
H  4.904  0.231  4.401  0.313
H  -2.140  -2.652  -2.435  0.248
H  4.305  1.229  3.435  0.360
N  -2.802  -2.622  -1.665  -0.596
C  -0.332  1.581  -1.552  -0.883
O  5.155  0.866  3.727  -0.636
O  2.509  1.537  2.558  -0.665
C  -1.406  0.498  -1.715  -0.093
C  -1.290  -0.720  -1.148  -0.357
H  -0.327  -1.234  -1.222  0.345
H  2.433  2.445  2.225  0.313
H  1.676  1.204  2.190  0.311
H  -2.026  -2.095  0.262  0.271
H  0.408  1.703  -2.344  0.300
H  -2.662  -3.534  -1.236  0.243
H  -2.169  0.690  -2.476  0.346
H  0.209  1.003  -0.781  0.153
C  -2.384  -1.608  -0.644  -0.512
H  -3.281  -1.011  -0.421  0.255


2.
The ion C7H11BrNS with charge +1 in a non-equilibrium geometry. Source: the Open Molecules 2025 dataset; level of theory: ωB97M-V/def2-TZVPD.

Calculated values
Molecular weight, g mol⁻¹: 221.14
Gap between HOMO and LUMO, eV: 6.50
Highest occupied orbital energy, eV: -11.629
Charge: +1
E, eV: -89792.00695
Maximum force, eV Å⁻¹: 5.339
Energy above the lowest of the compared OMol25 structures with the same formula, charge and spin, kJ/mol: 486.3
E_LUMO, eV: -5.1

Last column: Mulliken charge in e.
CARTESIAN COORDINATES (ANGSTROEM)
C  -2.158  -0.267  -0.680  -0.388
H  1.418  -2.059  0.220  0.290
C  1.436  2.455  -0.665  -0.506
H  1.559  3.501  1.004  0.263
C  -0.420  -2.091  -0.481  -0.814
C  -1.960  -1.687  -0.322  -0.439
H  2.097  1.567  -0.496  0.332
H  1.297  -0.476  2.151  0.439
S  -0.300  1.664  -0.191  0.015
C  0.454  -1.956  0.706  -0.502
N  1.627  3.573  0.032  -0.374
H  -0.351  -3.165  -0.783  0.389
C  0.263  0.526  0.772  0.006
H  1.109  4.272  -0.401  0.259
C  0.684  -0.569  1.281  0.027
H  -0.093  -1.572  -1.423  0.356
H  1.521  2.665  -1.839  0.350
H  0.358  -2.652  1.488  0.451
Br  -3.624  0.560  -0.089  0.067
H  -2.201  -2.017  0.695  0.388
H  -2.716  -2.275  -0.977  0.390


3.
A structure of composition C19H23BCuN4O6 in a non-equilibrium geometry. Source: the Open Molecules 2025 dataset; level of theory: ωB97M-V/def2-TZVPD.

Calculated values
Multiplicity: 2
Molecular weight, g mol⁻¹: 477.77
Gap between HOMO and LUMO (alpha / beta), eV: 7.44 / 8.03
Highest occupied orbital energy (alpha / beta), eV: -7.680 / -8.269
E, eV: -83637.07152
Maximum force, eV Å⁻¹: 1.412
Energy above the lowest of the compared OMol25 structures with the same formula, charge and spin, kJ/mol: 27.5
E_LUMO (alpha / beta), eV: -0.2 / -0.2

Last column: Mulliken charge in e.
CARTESIAN COORDINATES (ANGSTROEM)
H  1.190  7.573  0.067  0.479
H  6.636  0.229  4.421  0.375
H  -0.568  0.403  -2.314  0.354
C  6.005  0.163  3.548  -0.503
H  -0.461  5.819  -3.437  0.478
H  -0.287  3.540  -2.374  0.358
B  2.264  0.121  1.033  -0.553
H  -2.203  -2.295  -0.132  0.219
C  -1.576  -2.116  0.738  -0.641
O  0.704  9.044  -1.736  -0.618
N  -1.009  -0.297  -1.731  -0.104
H  -3.188  -0.984  1.630  0.379
H  -2.852  0.565  -2.338  0.488
C  4.635  0.309  3.698  -0.953
H  -0.067  -1.652  -3.038  0.395
C  0.132  -2.391  -1.026  -0.607
H  -2.379  1.865  -0.404  0.337
C  0.028  4.431  -1.853  -0.369
C  0.875  6.677  -0.445  -0.480
N  0.302  8.084  -2.363  0.996
C  -0.064  5.674  -2.444  -0.466
H  4.185  0.493  4.660  0.469
C  -2.615  0.816  -0.211  -0.867
C  6.586  -0.067  2.308  -0.489
H  1.199  -2.206  -1.164  0.322
C  0.366  6.792  -1.735  -0.011
H  -1.650  -2.999  1.384  0.484
O  -0.143  8.143  -3.494  -0.618
C  0.528  4.303  -0.560  0.307
H  -2.973  -0.934  -1.422  0.285
Cu  0.350  0.210  0.108  0.333
H  0.457  -2.160  0.988  0.298
O  3.477  -0.088  0.368  -0.012
H  7.657  -0.170  2.238  0.377
C  0.509  2.940  0.115  0.510
O  2.530  0.283  2.393  -0.049
H  -1.583  -2.222  -2.353  0.374
H  -1.649  -0.893  2.508  0.408
N  -1.734  0.353  0.851  -0.162
C  -0.672  -1.653  -2.129  -0.810
C  4.459  -0.022  1.300  0.734
C  -2.099  -0.891  1.513  -0.889
H  -0.053  -3.473  -1.109  0.396
C  -2.414  0.001  -1.505  -0.722
N  -0.214  -1.880  0.287  -0.052
O  0.524  1.960  -0.695  -0.623
H  -3.674  0.753  0.080  0.413
C  3.872  0.211  2.551  0.719
H  6.271  -0.345  0.190  0.459
H  1.324  5.295  1.145  0.487
O  0.420  2.881  1.333  -0.619
H  -1.581  1.093  1.528  0.338
C  5.823  -0.166  1.154  -0.944
C  0.951  5.429  0.141  -0.412


4.
A cluster of 2 separate species, C16H19N3O2 in total in a non-equilibrium geometry. Source: the Open Molecules 2025 dataset; level of theory: ωB97M-V/def2-TZVPD.

Calculated values
Molecular weight, g mol⁻¹: 285.35
Gap between HOMO and LUMO, eV: 4.16
Highest occupied orbital energy, eV: -6.162
E, eV: -25464.53591
Maximum force, eV Å⁻¹: 4.213
Energy above the lowest of the compared OMol25 structures with the same formula, charge and spin, kJ/mol: 199.2
E_LUMO, eV: -2.0

Last column: Mulliken charge in e.
CARTESIAN COORDINATES (ANGSTROEM)
H  3.052  0.773  0.429  0.307
H  -4.530  3.196  -1.449  0.402
C  -1.332  2.399  -0.747  -0.232
C  0.373  -3.038  -2.410  0.029
H  0.874  -4.149  -4.170  0.360
H  -4.906  0.977  -0.447  0.403
C  0.352  -5.441  -2.526  0.424
H  3.803  2.794  1.631  0.362
H  0.534  -2.075  -2.876  0.366
O  -0.580  -4.243  0.637  -0.729
C  -3.904  1.364  -0.535  -0.628
C  -1.521  1.130  -0.142  -0.023
C  1.640  3.035  1.500  -0.392
H  3.739  0.265  1.955  0.347
H  -2.243  4.075  -1.689  0.409
H  1.619  4.065  1.883  0.371
N  0.433  0.901  1.357  0.239
C  -0.441  0.392  0.435  -0.100
H  -0.541  2.774  1.593  0.467
C  0.379  2.271  1.908  -0.868
N  -0.052  -5.385  -1.214  -0.052
C  2.894  2.282  1.981  -0.757
C  -2.404  3.118  -1.218  -0.601
H  -0.375  -0.669  0.251  0.725
H  0.324  2.192  2.999  0.390
C  0.566  -4.173  -3.138  -0.710
H  -0.329  2.767  -0.883  0.470
H  1.527  -0.894  1.410  0.420
H  2.939  2.317  3.077  0.321
C  -0.227  -4.196  -0.529  0.190
O  0.513  -6.500  -3.117  -0.707
N  -0.007  -2.992  -1.142  -0.349
C  -2.843  0.621  -0.079  -0.373
C  -3.692  2.614  -1.100  -0.383
H  1.462  -0.026  2.931  0.304
H  -0.229  -6.252  -0.728  0.193
C  2.895  0.812  1.514  -0.529
C  1.574  0.108  1.850  -0.783
H  -3.005  -0.334  0.389  0.500
H  1.665  3.125  0.408  0.216


5.
A cluster of 2 separate species, CH2N3O in total in a non-equilibrium geometry. Source: the Open Molecules 2025 dataset; level of theory: ωB97M-V/def2-TZVPD.

Calculated values
Molecular weight, g mol⁻¹: 72.05
Gap between HOMO and LUMO, eV: 12.59
Highest occupied orbital energy, eV: -18.692
Charge: +1
E, eV: -7579.24028
Maximum force, eV Å⁻¹: 3.003
Energy above the lowest of the compared OMol25 structures with the same formula, charge and spin, kJ/mol: 47.7
E_LUMO, eV: -6.1

Last column: Mulliken charge in e.
CARTESIAN COORDINATES (ANGSTROEM)
H  -0.644  0.288  -0.761  0.384
N  -0.260  0.108  0.222  -0.388
N  -0.547  2.757  0.130  0.180
O  -1.508  0.570  2.185  -0.038
N  -0.911  3.679  -0.358  -0.181
C  -0.822  0.457  1.308  0.698
H  0.776  -0.004  0.132  0.345


6.
A cluster of 2 separate species, C4H14N2O in total in a non-equilibrium geometry. Source: the Open Molecules 2025 dataset; level of theory: ωB97M-V/def2-TZVPD.

Calculated values
Molecular weight, g mol⁻¹: 106.17
SMILES: NCCCCN.O
Gap between HOMO and LUMO, eV: 9.63
Highest occupied orbital energy, eV: -8.626
E, eV: -9402.37253
Maximum force, eV Å⁻¹: 1.406
Energy above the lowest of the compared OMol25 structures with the same formula, charge and spin, kJ/mol: 119.1
E_LUMO, eV: 1.0

Last column: Mulliken charge in e.
CARTESIAN COORDINATES (ANGSTROEM)
C  -1.256  0.093  -0.357  -0.474
H  2.145  -1.458  -1.255  0.379
H  -1.797  -0.565  -2.288  0.396
N  0.300  -0.702  -2.135  -0.640
H  3.064  -1.414  -0.029  0.301
H  -0.331  1.872  2.323  0.278
H  1.019  -0.031  -1.885  0.326
H  -2.259  0.488  -0.217  0.390
H  0.327  -0.776  -3.146  0.186
C  -0.188  0.737  0.483  -0.297
O  2.987  -1.099  -0.935  -0.679
H  -1.407  -0.948  -0.036  0.258
C  -0.603  0.874  1.949  -0.482
H  0.730  0.138  0.421  0.007
H  -1.694  0.828  2.051  0.257
N  0.019  -0.116  2.829  -0.438
H  0.139  1.699  0.103  0.330
H  -0.973  1.002  -2.307  0.355
H  0.075  0.145  3.796  0.167
H  0.689  -0.776  2.492  0.150
C  -0.985  0.008  -1.856  -0.772


7.
A structure of composition C16H31AuN2S in a non-equilibrium geometry. Source: the Open Molecules 2025 dataset; level of theory: ωB97M-V/def2-TZVPD.

Calculated values
Multiplicity: 3
Molecular weight, g mol⁻¹: 480.47
Gap between HOMO and LUMO (alpha / beta), eV: 6.84 / 3.79
Highest occupied orbital energy (alpha / beta), eV: -14.326 / -13.923
Charge: +2
E, eV: -34582.20663
Maximum force, eV Å⁻¹: 5.502
E_LUMO (alpha / beta), eV: -7.5 / -10.1

Last column: Mulliken charge in e.
CARTESIAN COORDINATES (ANGSTROEM)
Au  0.228  0.624  -1.935  0.734
H  -4.748  -2.908  1.057  0.327
N  -2.241  -1.668  3.436  -0.148
C  1.534  2.084  -0.647  0.547
C  -2.431  -1.236  2.147  0.529
C  2.472  0.207  0.370  0.525
H  -1.042  -2.221  -3.538  0.261
H  3.645  -1.446  -0.263  0.385
H  1.571  3.156  -2.499  0.304
C  -4.651  -2.285  1.960  -0.977
C  2.415  0.935  -0.856  0.386
C  0.262  3.015  1.447  -1.758
C  -3.189  -1.276  4.501  -0.952
H  -1.318  -0.009  -1.301  -0.178
S  -1.113  -0.834  1.158  -0.062
C  1.541  0.513  2.754  -1.291
H  4.185  -0.720  1.264  0.348
H  -5.638  -1.863  2.185  0.324
H  -1.288  -1.689  3.686  0.274
H  -3.341  -2.143  5.156  0.323
C  3.423  0.818  -1.952  -1.266
H  2.729  -1.729  1.234  0.407
H  2.580  3.879  -1.229  0.338
H  0.773  -0.881  -5.622  0.366
C  0.112  -1.685  -5.294  -1.286
C  1.630  3.363  -1.428  -1.346
H  -1.588  -0.027  -3.386  0.417
H  0.834  3.551  2.225  0.352
H  1.728  -0.557  2.908  0.316
H  0.621  -2.631  -5.489  0.352
H  -4.306  -2.888  2.792  0.422
C  3.297  -0.980  0.666  -1.778
H  2.968  1.086  -2.910  0.287
H  -0.271  0.689  -4.200  0.635
C  -0.176  -1.553  -3.791  -0.091
H  -0.129  3.761  0.743  0.402
N  -3.726  -1.162  1.679  -0.190
H  0.537  0.722  3.145  0.337
H  -4.137  -0.954  4.086  0.413
H  0.700  -1.855  -3.171  0.295
H  -0.590  2.526  1.940  0.301
H  3.810  -0.201  -2.009  0.419
H  -0.808  -1.657  -5.889  0.331
H  -2.745  -0.469  5.103  0.335
H  2.266  1.067  3.379  0.357
H  0.838  4.051  -1.131  0.415
H  -3.761  -0.811  0.758  0.262
H  4.286  1.480  -1.784  0.334
C  1.666  0.883  1.333  0.512
C  -0.492  -0.090  -3.510  -1.128
C  1.079  2.022  0.724  0.578


8.
A cluster of 2 separate species, C4H10N2 in total in a non-equilibrium geometry. Source: the Open Molecules 2025 dataset; level of theory: ωB97M-V/def2-TZVPD.

Calculated values
Molecular weight, g mol⁻¹: 86.14
SMILES: C=CN.C=NC
Gap between HOMO and LUMO, eV: 9.68
Highest occupied orbital energy, eV: -8.575
E, eV: -7288.66189
Maximum force, eV Å⁻¹: 1.246
Energy above the lowest of the compared OMol25 structures with the same formula, charge and spin, kJ/mol: 188.9
E_LUMO, eV: 1.1

Last column: Mulliken charge in e.
CARTESIAN COORDINATES (ANGSTROEM)
N  -1.496  0.996  -0.470  -0.481
H  -2.175  1.702  -0.724  0.195
C  -3.375  -0.371  0.241  -0.840
H  -0.805  0.880  -1.199  0.283
H  -3.708  -1.304  0.667  0.245
H  1.354  0.277  1.299  0.237
H  3.939  -0.609  0.549  0.298
H  -4.084  0.448  0.254  0.227
C  -2.103  -0.204  -0.094  0.123
H  2.441  -1.532  0.443  0.307
C  1.520  0.806  0.345  -0.402
H  3.483  -1.312  -0.997  0.275
H  0.907  1.686  0.202  0.439
N  2.419  0.404  -0.435  -0.417
C  3.088  -0.841  -0.102  -0.751
H  -1.406  -1.027  0.020  0.262


- What is the maximum force in the second record?
  5.339 eV Å⁻¹


- Look up the molecular weight of the second one.
  221.14 g mol⁻¹


- The lowest molecular weight belongs to which entry?
  CH2N3O